No. 1
DFT (ωB97M-V/def2-TZVPD) results for a structure of composition C34H35HgN7S.

Last column: Löwdin charge in e.
Cartesian coordinates (Å):
Hg: 0.603 1.384 1.202  1.26
C: 1.867 -1.895 1.291  -0.21
C: 2.348 -2.000 -0.156  -0.20
C: 2.939 -0.762 -0.840  -0.11
N: 0.598 0.057 -1.069  0.07
C: -0.612 0.616 -1.664  -0.27
C: -0.631 1.391 -2.927  -0.01
C: -1.618 1.214 -3.829  -0.11
C: -2.825 0.480 -3.593  -0.14
C: -3.420 0.376 -2.365  -0.13
C: -2.988 0.876 -1.110  -0.07
C: -1.677 1.154 -0.746  -0.27
N: -1.277 1.846 0.323  -0.13
C: -2.238 2.640 1.062  -0.26
C: -2.773 1.997 2.353  -0.18
C: -1.977 2.391 3.601  -0.26
N: -0.601 1.939 3.541  0.02
C: -0.233 0.912 4.218  -0.26
C: -1.140 0.059 4.973  -0.04
C: -0.948 -0.585 6.155  -0.12
C: 0.233 -0.694 6.919  -0.15
C: 1.490 -0.431 6.434  -0.12
C: 1.912 -0.035 5.159  -0.06
C: 1.196 0.474 4.064  -0.25
N: 1.740 0.668 2.870  -0.13
C: 3.022 0.076 2.524  -0.26
C: 2.916 -1.441 2.315  -0.18
H: 1.519 -2.891 1.579  0.11
H: 0.976 -1.267 1.349  0.07
H: 1.537 -2.405 -0.764  0.08
H: 3.139 -2.761 -0.177  0.11
H: 3.483 -1.124 -1.715  0.10
H: 3.699 -0.305 -0.204  0.10
H: 0.150 2.122 -3.087  0.09
H: -1.525 1.721 -4.787  0.10
H: -3.379 0.122 -4.454  0.09
H: -4.414 -0.066 -2.361  0.09
H: -3.756 1.008 -0.356  0.09
H: -3.070 2.887 0.397  0.10
H: -1.761 3.589 1.333  0.10
H: -2.782 0.909 2.233  0.11
H: -3.810 2.313 2.510  0.10
H: -2.494 2.049 4.504  0.10
H: -1.951 3.485 3.644  0.11
H: -2.135 -0.008 4.548  0.09
H: -1.829 -1.070 6.567  0.10
H: 0.150 -1.105 7.917  0.08
H: 2.307 -0.642 7.119  0.09
H: 2.981 -0.109 5.008  0.08
H: 3.780 0.287 3.286  0.10
H: 3.355 0.570 1.613  0.07
H: 2.679 -1.890 3.283  0.10
H: 3.903 -1.824 2.027  0.11
N: 0.147 -1.450 -2.955  0.15
C: -0.809 -2.081 -3.741  -0.27
C: -0.727 -2.066 -5.133  -0.03
C: -1.666 -2.729 -5.902  -0.10
C: -2.714 -3.419 -5.301  -0.11
C: -2.805 -3.441 -3.920  -0.12
C: -1.856 -2.786 -3.144  -0.45
S: -1.955 -2.851 -1.395  1.01
N: -0.945 -1.752 -0.814  -0.23
C: -0.283 -0.868 -1.705  -0.49
C: 2.045 0.418 -1.350  -0.43
C: 2.417 0.677 -2.792  -0.09
C: 2.640 1.919 -3.268  -0.15
C: 2.529 3.056 -2.423  -0.16
C: 2.368 2.796 -1.080  -0.23
N: 2.243 1.598 -0.510  -0.04
H: 0.692 -0.775 -3.478  0.10
H: 0.076 -1.508 -5.601  0.12
H: -1.588 -2.696 -6.982  0.10
H: -3.455 -3.928 -5.904  0.09
H: -3.618 -3.964 -3.430  0.10
H: 2.604 -0.186 -3.423  0.09
H: 2.922 2.041 -4.310  0.10
H: 2.689 4.064 -2.779  0.07
H: 2.394 3.626 -0.376  0.09

Atoms 1-3, force components in eV/Å:
Hg -0.01 -0.03 0.04
C -0.01 -0.01 0.00
C 0.00 0.01 0.01

As for the charge: -1. Its HOMO energy (alpha / beta) is -3.881 / -3.874 eV. As for the largest force on an atom: 0.09 eV/Å. The LUMO energy (alpha / beta) is 2.6 / 2.0 eV. As for the expectation value of S²: 0.76. As for the spin multiplicity: 2.

No. 2
DFT (ωB97M-V/def2-TZVPD) results for a structure of composition C34H59N11RuS4 at a distorted geometry.

Last column: Löwdin charge in e.
Cartesian coordinates (Å):
Ru: 0.771 -0.102 0.607  0.98
C: 2.473 0.594 -2.292  -0.10
N: 3.487 -0.297 -1.772  -0.19
C: 2.972 -1.638 -1.617  -0.12
C: 4.054 0.266 -0.589  -0.39
N: 3.304 0.503 0.418  0.06
C: 3.902 0.994 1.638  -0.20
C: 2.987 0.702 2.823  -0.19
N: 1.626 1.165 2.563  -0.21
C: 0.733 0.739 3.630  -0.20
C: -0.742 0.708 3.226  -0.21
N: -1.010 -0.358 2.278  0.03
C: -2.036 -1.124 2.499  -0.41
N: -2.973 -0.883 3.487  -0.19
C: -3.667 0.369 3.668  -0.06
C: -3.286 -1.923 4.441  -0.05
N: -2.284 -2.225 1.735  -0.14
C: -3.604 -2.806 1.661  -0.05
C: -1.233 -3.093 1.264  -0.11
C: 1.582 2.610 2.334  -0.16
C: 1.335 2.944 0.853  -0.20
N: 0.075 2.373 0.436  0.07
C: -0.922 3.157 0.213  -0.38
N: -2.095 2.656 -0.281  -0.14
C: -2.125 1.273 -0.688  -0.08
C: -3.348 3.144 0.248  -0.04
N: -0.828 4.552 0.298  -0.20
C: -1.327 5.339 -0.810  -0.06
C: -0.871 5.222 1.577  -0.06
N: 5.410 0.485 -0.652  -0.15
C: 6.141 -0.329 -1.604  -0.05
C: 5.936 1.833 -0.547  -0.05
H: 1.588 0.639 -1.604  0.03
H: 2.160 0.224 -3.268  0.08
H: 2.890 1.597 -2.400  0.10
H: 2.749 -2.031 -2.609  0.09
H: 2.047 -1.644 -1.003  -0.02
H: 3.710 -2.271 -1.129  0.08
H: 4.056 2.076 1.567  0.10
H: 4.882 0.527 1.795  0.14
H: 3.398 1.184 3.723  0.14
H: 2.965 -0.377 2.992  0.07
H: 0.847 1.385 4.514  0.14
H: 1.002 -0.279 3.917  0.03
H: -1.042 1.661 2.771  0.10
H: -1.305 0.562 4.153  0.11
H: -3.362 1.077 2.900  0.07
H: -3.471 0.809 4.652  0.09
H: -4.748 0.201 3.586  0.10
H: -2.648 -2.787 4.265  0.09
H: -4.340 -2.218 4.392  0.09
H: -3.081 -1.566 5.455  0.10
H: -4.353 -2.072 1.942  0.09
H: -3.707 -3.689 2.297  0.10
H: -3.788 -3.102 0.626  0.09
H: -0.326 -2.508 1.086  -0.03
H: -1.551 -3.584 0.343  0.08
H: -1.009 -3.878 1.995  0.08
H: 2.518 3.076 2.659  0.13
H: 0.776 3.047 2.929  0.10
H: 2.118 2.489 0.239  0.08
H: 1.353 4.030 0.710  0.12
H: -2.055 0.584 0.168  0.06
H: -1.275 1.094 -1.347  0.04
H: -3.054 1.088 -1.228  0.09
H: -3.249 4.154 0.629  0.07
H: -3.689 2.508 1.072  0.08
H: -4.109 3.135 -0.532  0.10
H: -1.155 4.800 -1.738  0.10
H: -0.757 6.270 -0.837  0.09
H: -2.388 5.600 -0.741  0.08
H: -0.548 4.550 2.366  0.07
H: -1.881 5.580 1.820  0.09
H: -0.207 6.089 1.556  0.10
H: 5.838 -1.364 -1.489  0.08
H: 7.202 -0.249 -1.378  0.09
H: 5.971 -0.020 -2.637  0.09
H: 5.287 2.470 0.045  0.07
H: 6.027 2.285 -1.541  0.10
H: 6.925 1.813 -0.087  0.10
S: 2.938 -4.131 3.698  0.60
C: 1.909 -2.982 3.018  -1.85
S: 2.139 -2.323 1.481  0.58
S: 0.664 -2.679 4.124  0.59
N: -0.371 -1.179 -1.288  -0.38
S: -0.454 -1.016 -2.860  1.03
C: 0.090 -2.575 -3.630  -0.40
C: 0.422 -3.680 -2.871  -0.09
C: 1.000 -4.776 -3.491  -0.06
C: 1.265 -4.744 -4.851  -0.06
C: 0.920 -3.631 -5.604  -0.06
C: 0.321 -2.542 -4.995  -0.09
C: -2.230 -1.109 -3.264  -0.37
C: -3.005 -2.204 -2.923  -0.07
C: -4.379 -2.133 -3.090  -0.06
C: -4.963 -0.985 -3.602  -0.06
C: -4.176 0.095 -3.968  -0.07
C: -2.804 0.036 -3.791  -0.11
H: -0.992 -1.903 -0.940  -0.02
H: 0.259 -3.681 -1.803  0.10
H: 1.255 -5.644 -2.905  0.11
H: 1.751 -5.583 -5.324  0.11
H: 1.128 -3.601 -6.662  0.11
H: 0.034 -1.672 -5.567  0.11
H: -2.542 -3.106 -2.542  0.11
H: -4.991 -2.983 -2.824  0.11
H: -6.033 -0.937 -3.731  0.11
H: -4.623 0.981 -4.388  0.11
H: -2.175 0.873 -4.050  0.11

Atoms 1-3, force components in eV/Å:
Ru -0.06 0.65 3.21
C -0.29 0.15 0.23
N 0.18 0.24 0.00

As for the charge: +1. Its HOMO energy (alpha / beta) is -9.712 / -9.926 eV. As for the largest force on an atom: 3.28 eV/Å. The LUMO energy (alpha / beta) is -2.1 / -3.2 eV. As for the expectation value of S²: 0.76. As for the spin multiplicity: 2.